This record from the OMol25 dataset describes a structure of composition C32H56N8. The level of theory is wB97M-V/def2-TZVPD.

## Properties
- maximum force (eV/Å) = 14.363
- electronic energy (eV) = -45973.982
- energy relative to the best compared isomer or geometry (same formula, charge and spin) (kJ/mol) = 3661.03
- M (g mol⁻¹) = 552.9
- HOMO-LUMO gap (eV) = 8.40
- HOMO (eV) = -8.162

ORCA input file:
```
! wB97M-V def2-TZVPD RIJCOSX def2/J DEFGRID3
* xyz 0 1
C -3.9699 -1.8793 -1.3699
C -4.9324 -0.7262 -1.3283
C -4.3297 0.4004 -0.4549
C -4.1597 0.0200 0.9745
N -4.0762 -0.2760 2.0917
H -3.8696 -2.2839 -0.3627
H -2.9817 -1.5492 -1.6902
H -4.2493 -2.7470 -1.9676
H -5.8761 -1.0925 -0.9241
H -5.0344 -0.2580 -2.3073
H -4.9769 1.2774 -0.4601
H -3.3931 0.6990 -0.9258
C -2.9294 -3.6316 -2.8148
C -2.7311 -4.1681 -1.3919
C -1.6682 -3.4822 -0.5267
C -0.2995 -3.6330 -1.0776
N 0.8009 -3.7263 -1.5185
H -2.1129 -4.0317 -3.4160
H -2.9159 -2.5425 -2.7730
H -3.8521 -3.9158 -3.3208
H -2.5620 -5.2445 -1.4220
H -3.6768 -4.2117 -0.8517
H -1.6703 -3.8358 0.5043
H -1.9389 -2.4268 -0.4957
C -2.2868 1.4925 -0.1073
C -2.5081 1.8260 -1.6289
C -1.2295 1.8592 -2.4507
C -0.1467 2.7991 -2.1153
N 0.7184 3.5569 -1.8190
H -3.1624 1.6468 0.5233
H -1.4309 2.0215 0.3118
H -2.0741 0.4235 -0.1015
H -3.0144 2.7871 -1.7187
H -3.1791 1.0614 -2.0203
H -1.4528 2.1780 -3.4689
H -0.8971 0.8348 -2.6180
C 2.7585 0.9165 1.7459
C 3.9153 0.0531 1.1246
C 4.4254 0.3874 -0.2219
C 3.3286 0.4800 -1.1988
N 2.5246 0.5937 -2.0280
H 3.2316 1.8693 1.9837
H 2.2909 0.4044 2.5868
H 1.9809 1.1933 1.0340
H 3.5747 -0.9823 1.1226
H 4.7965 0.1728 1.7550
H 5.1856 -0.3653 -0.4308
H 4.9399 1.3383 -0.0839
C 0.7793 1.0818 -0.3342
C 1.0137 -0.4104 0.0423
C 0.3863 -1.4208 -0.8919
C -1.0742 -1.3807 -0.7280
N -2.2193 -1.3894 -0.6810
H -0.2882 1.2970 -0.3833
H 1.2179 1.3588 -1.2928
H 1.1895 1.7395 0.4321
H 0.6166 -0.4882 1.0544
H 2.0905 -0.5332 0.1587
H 0.7662 -2.4241 -0.6995
H 0.7406 -1.1074 -1.8739
C -1.1685 -0.0185 1.4147
C -1.6351 0.9541 2.4879
C -0.4775 1.5569 3.3047
C 0.4008 2.4741 2.6403
N 1.1668 3.1625 2.1430
H -0.7071 -0.9260 1.8039
H -0.5888 0.3807 0.5824
H -2.0679 -0.2622 0.8492
H -2.2730 0.4235 3.1948
H -2.1841 1.7624 2.0048
H 0.0849 0.7351 3.7480
H -0.7886 2.0118 4.2451
C 3.3789 -1.7341 3.9965
C 1.9447 -2.1844 4.1401
C 1.0853 -1.6935 3.0234
C 1.5740 -1.9125 1.6386
N 1.9758 -2.0836 0.5705
H 3.9675 -1.9703 4.8830
H 3.4836 -0.6669 3.8005
H 3.9227 -2.3411 3.2726
H 1.6597 -1.7438 5.0955
H 1.8930 -3.2684 4.2418
H 0.9498 -0.6191 3.1471
H 0.1386 -2.2261 3.1150
C 3.4697 4.4024 -1.8385
C 2.6130 3.2560 -1.4191
C 2.0653 2.5105 -2.6549
C 3.0390 1.8658 -3.4766
N 3.8505 1.2869 -4.0479
H 3.2610 4.8025 -2.8307
H 4.5279 4.1436 -1.8749
H 3.4507 5.2439 -1.1460
H 1.8129 3.5969 -0.7621
H 3.3173 2.5892 -0.9217
H 1.3727 3.1589 -3.1915
H 1.3812 1.7271 -2.3288
*
```